(1)
Computed, not measured: a molecular structure, H43O21, with the ωB97M-V functional and the def2-TZVPD basis.

```
64
Properties=species:S:1:pos:R:3
O -2.715 -2.982 0.890
H 0.417 0.813 3.938
H -2.235 -1.830 -1.000
O 1.349 -1.157 2.265
H 1.233 -0.399 1.728
H -2.338 0.615 1.866
O -4.568 -0.568 -1.310
H -4.568 -0.032 -2.194
H 5.061 -1.381 0.534
O -3.186 1.297 -3.296
H 4.466 -0.720 -0.637
H 0.420 4.200 -2.421
O 1.710 -3.470 0.311
H 4.202 1.749 2.436
H 2.278 -4.265 0.540
O 4.504 -1.554 -0.263
H -2.446 1.637 -3.909
H 4.142 -0.602 1.410
O 1.544 3.674 1.835
H 2.092 -2.808 -0.161
H 1.540 4.617 1.686
O -2.310 -0.312 1.162
H -2.814 -3.626 1.501
H -3.098 -0.248 0.670
O 1.303 1.433 -0.916
H -0.812 2.640 0.351
H 1.281 1.552 -1.888
O 3.653 2.563 2.186
H -0.507 1.466 5.075
H 4.178 3.024 1.739
O 2.427 -2.895 -2.833
H 2.123 -3.029 -3.655
H 2.069 -2.056 -2.657
O -0.501 -3.519 3.584
H -0.484 -2.602 3.645
H -0.182 -4.019 2.837
O -1.033 3.115 1.178
H 1.848 2.113 -0.387
H -0.159 3.427 1.468
O 4.096 -0.255 2.308
H 3.422 -0.992 2.542
H -1.013 -0.209 0.161
O -1.548 -2.237 -1.612
H -0.959 -1.140 -1.414
H 0.600 -1.775 2.254
O 1.519 -0.975 -4.032
H -3.921 0.875 -3.804
O -0.639 0.328 -3.239
H -0.772 1.217 -2.969
H -1.449 -0.246 -2.955
O -0.881 0.075 -0.930
H 0.223 0.311 -1.244
H -3.278 -2.264 1.109
O 0.228 3.408 -2.960
H 1.844 3.586 2.811
H 0.375 3.696 -3.817
O -4.558 0.967 1.623
H -4.640 1.941 1.630
H -4.501 0.736 2.565
O -0.390 1.082 4.115
H -4.881 0.042 -0.595
H -1.090 -2.981 -1.058
H 1.750 -0.049 -3.862
H 0.579 -1.003 -3.934
```

Computed properties:
Total charge: +1
Electronic energy: -43683.7234 eV
HOMO energy: -12.953 eV
Frontier orbital gap: 10.09 eV
Molar mass: 379.32 Da

How positive or negative is each atom? The Löwdin charges in e answer that:
1. O 0.02
2. H -0.09
3. H 0.09
4. O -0.02
5. H 0.02
6. H 0.22
7. O -0.09
8. H 0.07
9. H 0.06
10. O -0.10
11. H 0.00
12. H 0.08
13. O -0.04
14. H 0.08
15. H 0.10
16. O -0.01
17. H 0.09
18. H -0.02
19. O -0.09
20. H -0.06
21. H 0.05
22. O -0.13
23. H 0.00
24. H -0.03
25. O -0.07
26. H 0.02
27. H 0.04
28. O 0.00
29. H 0.12
30. H -0.09
31. O 0.00
32. H -0.04
33. H -0.03
34. O -0.01
35. H -0.01
36. H 0.04
37. O -0.08
38. H 0.12
39. H -0.03
40. O -0.08
41. H 0.09
42. H 0.15
43. O 0.05
44. H 0.11
45. H 0.03
46. O -0.04
47. H 0.07
48. O -0.10
49. H -0.01
50. H 0.10
51. O -0.19
52. H 0.17
53. H 0.02
54. O -0.01
55. H 0.12
56. H 0.01
57. O -0.05
58. H 0.08
59. H 0.07
60. O -0.03
61. H 0.04
62. H 0.17
63. H 0.06
64. H 0.01

***

(2)
Computed, not measured: 8 unconnected molecules or ions with the total composition C59H76N8O3Si, with the ωB97M-V functional and the def2-TZVPD basis.

```
147
Properties=species:S:1:pos:R:3
C 3.579 -1.528 -0.363
Si 3.112 -0.573 1.214
C 4.344 -1.127 2.589
C 3.232 1.298 0.866
C 2.550 1.665 -0.538
C 2.094 3.169 -0.576
C 0.815 3.431 0.322
C -0.477 2.719 -0.251
C -1.772 3.591 -0.143
C -2.183 3.985 1.339
C -3.761 3.848 1.592
C -4.052 2.577 2.472
O -4.790 2.868 3.692
C -5.649 1.751 3.876
O -5.911 1.182 4.872
O -6.088 1.479 2.558
C -4.800 1.306 1.877
C -4.984 1.132 0.342
C -4.489 -0.263 -0.224
C -4.756 -1.489 0.731
C -5.166 -2.818 -0.001
C -3.955 -3.678 -0.572
N -2.687 -3.546 0.163
C 1.376 -1.049 1.904
C 0.513 -0.013 2.483
C -0.786 -0.437 3.037
C -1.156 -1.855 3.001
C -0.297 -2.880 2.393
C 1.003 -2.460 1.837
H 4.379 -2.266 -0.097
H 2.742 -2.097 -0.841
H 4.017 -0.822 -1.115
H 4.072 -0.495 3.484
H 5.412 -1.025 2.282
H 4.051 -2.182 2.857
H 2.799 1.938 1.682
H 4.311 1.601 0.768
H 3.296 1.432 -1.345
H 1.688 0.951 -0.656
H 2.927 3.791 -0.157
H 1.910 3.492 -1.637
H 0.627 4.542 0.293
H 1.059 3.150 1.378
H -0.288 2.529 -1.349
H -0.666 1.739 0.277
H -2.623 3.002 -0.576
H -1.724 4.550 -0.737
H -1.587 3.332 2.038
H -1.843 5.037 1.561
H -4.031 4.742 2.224
H -4.362 3.918 0.653
H -3.096 2.138 2.858
H -4.352 0.468 2.477
H -4.527 1.949 -0.274
H -6.090 1.177 0.119
H -4.931 -0.458 -1.244
H -3.381 -0.154 -0.403
H -3.838 -1.597 1.379
H -5.584 -1.232 1.457
H -5.666 -3.466 0.779
H -5.948 -2.592 -0.778
H -3.792 -3.458 -1.665
H -4.271 -4.759 -0.522
H -2.164 -2.736 -0.170
H -2.833 -3.500 1.172
H 0.818 1.055 2.509
H -1.451 0.330 3.510
H -2.129 -2.182 3.450
H -0.567 -3.956 2.351
H 1.703 -3.195 1.369
C 0.514 0.077 -5.380
C 0.007 -0.007 -4.093
C 0.659 -0.827 -3.184
N 1.748 -1.546 -3.478
C 2.217 -1.447 -4.726
C 1.644 -0.656 -5.707
H 0.035 0.707 -6.120
H -0.873 0.550 -3.800
H 0.301 -0.923 -2.163
H 3.100 -2.043 -4.937
H 2.068 -0.616 -6.701
C 4.563 -0.164 7.792
C 3.652 -0.377 6.770
C 3.724 -1.569 6.065
N 4.625 -2.526 6.311
C 5.495 -2.297 7.300
C 5.506 -1.142 8.067
H 4.539 0.754 8.367
H 2.902 0.363 6.525
H 3.030 -1.783 5.259
H 6.216 -3.089 7.475
H 6.233 -1.012 8.857
C -5.934 3.990 -4.845
C -5.124 4.677 -3.956
C -4.309 3.942 -3.111
N -4.255 2.606 -3.097
C -5.051 1.966 -3.962
C -5.900 2.605 -4.851
H -6.586 4.527 -5.523
H -5.125 5.759 -3.919
H -3.655 4.436 -2.399
H -4.992 0.882 -3.929
H -6.519 2.033 -5.530
C 2.277 -5.856 -2.868
C 2.908 -7.077 -3.052
C 4.069 -7.107 -3.810
N 4.615 -6.027 -4.378
C 3.987 -4.862 -4.187
C 2.825 -4.721 -3.445
H 1.368 -5.790 -2.281
H 2.510 -7.984 -2.618
H 4.600 -8.038 -3.980
H 4.453 -4.004 -4.662
H 2.360 -3.750 -3.322
C -7.844 6.844 5.122
C -7.162 5.650 4.951
C -5.987 5.665 4.216
N -5.473 6.768 3.656
C -6.150 7.908 3.834
C -7.330 8.000 4.554
H -8.766 6.874 5.691
H -7.533 4.727 5.379
H -5.415 4.756 4.056
H -5.711 8.784 3.368
H -7.835 8.951 4.666
C 1.556 -4.935 -9.500
C 0.837 -4.014 -10.246
C 0.436 -2.840 -9.628
N 0.699 -2.544 -8.351
C 1.393 -3.448 -7.651
C 1.843 -4.650 -8.175
H 1.889 -5.864 -9.947
H 0.593 -4.202 -11.283
H -0.126 -2.088 -10.171
H 1.589 -3.182 -6.618
H 2.403 -5.344 -7.561
C 9.934 -2.058 3.077
C 8.792 -1.988 3.858
C 8.133 -0.772 3.948
N 8.537 0.341 3.326
C 9.642 0.249 2.580
C 10.371 -0.919 2.421
H 10.477 -2.991 2.980
H 8.420 -2.856 4.386
H 7.233 -0.667 4.545
H 9.947 1.168 2.089
H 11.258 -0.935 1.801
```

Computed properties:
Total charge: 0
Electronic energy: -88353.8539 eV
HOMO energy: -8.998 eV
Frontier orbital gap: 9.53 eV
Molar mass: 973.40 Da

Atomic partial charges in e from the Löwdin method, atoms 1 to 99:
1. C -0.18
2. Si 0.58
3. C -0.19
4. C -0.26
5. C -0.25
6. C -0.21
7. C -0.20
8. C -0.20
9. C -0.22
10. C -0.17
11. C -0.09
12. C -0.20
13. O -0.01
14. C -0.47
15. O 0.21
16. O 0.02
17. C -0.21
18. C -0.10
19. C -0.18
20. C -0.22
21. C -0.19
22. C -0.28
23. N -0.02
24. C -0.24
25. C -0.08
26. C -0.08
27. C -0.10
28. C -0.08
29. C -0.08
30. H 0.04
31. H 0.02
32. H 0.03
33. H 0.02
34. H 0.03
35. H 0.04
36. H 0.06
37. H 0.09
38. H 0.10
39. H 0.08
40. H 0.11
41. H 0.11
42. H 0.11
43. H 0.09
44. H 0.11
45. H 0.10
46. H 0.07
47. H 0.11
48. H 0.10
49. H 0.11
50. H 0.10
51. H 0.11
52. H 0.13
53. H 0.15
54. H 0.08
55. H 0.14
56. H 0.11
57. H 0.11
58. H 0.08
59. H 0.12
60. H 0.10
61. H 0.11
62. H 0.11
63. H 0.10
64. H 0.06
65. H 0.05
66. H 0.08
67. H 0.09
68. H 0.10
69. H 0.09
70. H 0.10
71. C -0.07
72. C -0.07
73. C -0.15
74. N 0.05
75. C -0.16
76. C -0.08
77. H 0.11
78. H 0.10
79. H 0.10
80. H 0.09
81. H 0.10
82. C -0.08
83. C -0.07
84. C -0.17
85. N 0.06
86. C -0.16
87. C -0.08
88. H 0.10
89. H 0.10
90. H 0.09
91. H 0.10
92. H 0.10
93. C -0.08
94. C -0.07
95. C -0.15
96. N 0.06
97. C -0.15
98. C -0.07
99. H 0.11

***

| no. | maximum force (eV/A) |
| --- | --- |
| 1 | 11.51 |
| 2 | 3.27 |